1.
Formula: C6H9N4
Source: OMol25
Level of theory: wB97M-V/def2-TZVPD

Summary:
ΔE to the lowest compared entry with this formula, charge and spin in kJ/mol: 625.7
Frontier orbital gap in eV: 8.19
LUMO energy in eV: -5.87
Net charge: +1
Spin multiplicity: 1
HOMO energy in eV: -14.1
SMILES string: CC1(C)C=C=NC(=[NH2+])N=N1

Each line ends with the natural charge from an NBO analysis.
Positions of all 19 atoms, in Å:
C (0.1993, 1.3504, -1.9149)  -0.59
C (0.3297, 0.3219, -0.8417)  0.04
C (1.5494, -0.6927, -1.1633)  -0.56
C (0.6207, 0.9186, 0.4884)  -0.37
C (0.6393, 0.1077, 1.5059)  0.46
N (0.1414, -0.8856, 2.1457)  -0.42
C (-1.2224, -0.7606, 1.6004)  0.59
N (-2.2094, -0.7039, 2.4875)  -0.72
N (-1.2653, -0.8803, 0.3531)  -0.13
N (-0.6710, -0.7040, -0.6739)  0.08
H (0.1220, 0.9002, -2.8184)  0.24
H (1.1517, 1.8306, -1.8766)  0.24
H (-0.6179, 2.0923, -1.8085)  0.24
H (2.4046, -0.1121, -1.1125)  0.23
H (1.3957, -1.2788, -2.0761)  0.25
H (1.4514, -1.6076, -0.4489)  0.23
H (0.9835, 1.9369, 0.6011)  0.29
H (-1.9505, -0.7995, 3.4758)  0.45
H (-3.0521, -1.0336, 2.0768)  0.43

---

2.
Formula: C11H44O11
Source: OMol25
Level of theory: wB97M-V/def2-TZVPD

Summary:
ΔE to the lowest compared entry with this formula, charge and spin in kJ/mol: 405.1
Frontier orbital gap in eV: 10.06
LUMO energy in eV: -0.01
Net charge: 0
Spin multiplicity: 1
HOMO energy in eV: -10.1
SMILES string: CO.CO.CO.CO.CO.CO.CO.CO.CO.CO.CO

Each line ends with the natural charge from an NBO analysis.
Positions of all 66 atoms, in Å:
C (-0.0129, 2.8512, 7.3032)  -0.26
O (0.0638, 3.8853, 8.3065)  -0.72
H (0.4076, 1.8767, 7.5513)  0.17
H (-1.0407, 2.6824, 6.9819)  0.16
H (0.5239, 3.1674, 6.4088)  0.18
H (-0.0337, 3.4287, 9.1453)  0.46
C (-3.7694, 1.0663, -3.8628)  -0.23
O (-2.9515, 1.8749, -3.1113)  -0.74
H (-3.8502, 1.4702, -4.8720)  0.16
H (-3.3163, 0.0770, -3.9271)  0.18
H (-4.7341, 1.0186, -3.3577)  0.16
H (-2.9131, 2.7903, -3.3980)  0.47
C (-4.0845, -4.0687, 2.8479)  -0.26
O (-3.6417, -3.2272, 3.9122)  -0.71
H (-5.0681, -4.5051, 3.0215)  0.16
H (-4.1146, -3.5922, 1.8681)  0.17
H (-3.4749, -4.9719, 2.8186)  0.18
H (-4.1957, -2.4525, 3.7918)  0.47
C (4.6678, -3.4287, -4.3394)  -0.25
O (4.6181, -3.8736, -5.7339)  -0.74
H (4.1318, -4.1655, -3.7410)  0.19
H (5.7337, -3.3574, -4.1231)  0.17
H (4.2394, -2.4310, -4.2442)  0.17
H (4.9783, -3.2127, -6.3298)  0.47
C (6.2689, 2.1568, -1.1759)  -0.24
O (7.1418, 3.2267, -1.2275)  -0.71
H (5.8349, 2.0046, -0.1877)  0.15
H (5.3868, 2.4815, -1.7278)  0.16
H (6.7279, 1.2397, -1.5449)  0.18
H (6.6230, 4.0128, -1.0418)  0.46
C (1.4295, 2.9247, -7.1989)  -0.25
O (2.3197, 2.7252, -8.2786)  -0.72
H (1.5022, 2.1670, -6.4187)  0.19
H (1.5644, 3.9249, -6.7873)  0.16
H (0.3957, 2.9669, -7.5416)  0.16
H (2.0818, 3.3195, -8.9940)  0.47
C (0.8824, -5.3751, 5.7326)  -0.25
O (0.0442, -4.6264, 6.6317)  -0.72
H (1.5751, -5.9544, 6.3431)  0.18
H (0.2524, -6.0624, 5.1680)  0.16
H (1.4029, -4.7815, 4.9811)  0.16
H (-0.6598, -4.2741, 6.0824)  0.47
C (-0.6743, -4.5583, -3.0885)  -0.25
O (-1.1519, -5.6794, -3.7998)  -0.72
H (-1.4817, -3.9844, -2.6337)  0.18
H (0.0586, -4.8124, -2.3228)  0.16
H (-0.2569, -3.8861, -3.8381)  0.16
H (-0.4264, -6.0470, -4.3098)  0.47
C (-0.0320, 5.3323, 1.1856)  -0.24
O (1.0447, 5.9897, 1.7931)  -0.72
H (0.2996, 4.6548, 0.3987)  0.18
H (-0.6073, 4.7636, 1.9161)  0.16
H (-0.7109, 6.1088, 0.8332)  0.16
H (0.7295, 6.4816, 2.5549)  0.47
C (0.8423, -0.0693, 0.6619)  -0.24
O (0.9461, 0.1733, -0.7324)  -0.73
H (-0.1845, -0.3208, 0.9277)  0.16
H (1.4585, -0.9449, 0.8664)  0.18
H (1.1395, 0.8121, 1.2301)  0.16
H (0.2579, 0.7758, -1.0240)  0.47
C (-5.4032, 1.9010, 2.1178)  -0.25
O (-6.0637, 0.8168, 2.7815)  -0.73
H (-5.1678, 2.5844, 2.9337)  0.17
H (-4.4470, 1.5994, 1.6903)  0.18
H (-6.1037, 2.3168, 1.3935)  0.17
H (-7.0021, 1.0134, 2.7334)  0.46

---

3.
Formula: C28H64F6HgN4O24S6
Source: OMol25
Level of theory: wB97M-V/def2-TZVPD

Summary:
Frontier orbital gap in eV: 9.64
LUMO energy in eV: -0.49
Net charge: 0
Spin multiplicity: 1
HOMO energy in eV: -10.1

Each line ends with the Löwdin charge.
Positions of all 133 atoms, in Å:
C (-1.4088, -1.0583, 7.1980)  0.02
C (-0.7036, -1.9872, 6.3166)  -0.44
O (0.0135, -2.8574, 6.7185)  0.16
N (-1.0821, -1.7821, 4.9194)  0.05
H (-2.1041, -1.9066, 4.9529)  0.11
H (-0.9551, -0.7872, 4.7607)  0.09
C (-0.4826, -2.5663, 3.7498)  0.04
H (-0.8417, -0.8192, 8.0773)  0.10
H (-2.3147, -1.5678, 7.4829)  0.11
H (-1.6228, -0.1445, 6.6824)  0.08
H (-0.2823, -1.8509, 3.0190)  0.03
H (-1.2817, -3.2593, 3.2772)  0.13
H (0.5019, -2.9730, 4.0906)  0.12
Hg (-2.5942, 0.5895, -1.2294)  1.23
N (-4.8028, -0.6236, 3.0463)  -0.27
S (-3.3446, -0.1831, 2.6649)  0.57
O (-2.4129, 0.3802, 3.6384)  -0.30
O (-3.4267, 0.6165, 1.4588)  -0.34
F (-2.5997, -1.5718, 2.2723)  -0.20
S (-4.9779, -1.3936, 4.3966)  0.56
O (-3.7981, -1.3532, 5.2552)  -0.33
O (-5.5581, -2.6747, 4.3193)  -0.23
F (-6.0820, -0.3433, 4.9605)  -0.17
N (-4.7909, 1.0497, -1.2905)  -0.38
S (-5.9039, -0.1620, -0.6611)  0.50
O (-6.6569, -0.7408, -1.6758)  -0.23
O (-6.6550, 0.2352, 0.4800)  -0.24
F (-4.8728, -1.2166, -0.2200)  -0.16
S (-5.4391, 2.5207, -1.7313)  0.59
O (-6.7917, 2.5081, -2.1099)  -0.22
O (-4.2860, 3.0156, -2.4681)  -0.32
F (-5.4969, 3.3211, -0.3041)  -0.19
N (-0.5301, -0.4771, -0.8011)  -0.34
S (-0.9057, -2.0643, -0.9357)  0.55
O (-0.0303, -2.8215, -1.7847)  -0.22
O (-2.3529, -1.8575, -1.3646)  -0.37
F (-0.6344, -2.5853, 0.3990)  -0.07
S (0.8307, 0.0329, -0.0622)  0.48
O (1.2182, 1.2675, -0.6386)  -0.26
O (1.8783, -0.9281, 0.1745)  -0.26
F (0.2261, 0.4234, 1.2935)  -0.14
O (0.6196, 0.1543, 5.1316)  0.06
C (1.3777, 0.9098, 4.5528)  -0.53
O (1.0565, 2.1523, 4.4221)  0.03
C (-0.2337, 2.6071, 4.9391)  -0.16
C (-0.2155, 4.1385, 4.7837)  -0.04
C (2.7392, 0.4699, 4.1276)  0.05
H (-0.3586, 2.3028, 6.0039)  0.13
H (-1.0183, 2.1010, 4.3982)  0.09
H (-1.1684, 4.6364, 4.9495)  0.08
H (0.1593, 4.3353, 3.7791)  0.07
H (0.3899, 4.6324, 5.5272)  0.07
H (2.7530, -0.2094, 3.2599)  0.10
H (3.1720, -0.0953, 4.9056)  0.08
H (3.3164, 1.3849, 3.9218)  0.09
O (-0.3776, -5.1135, -4.3972)  0.08
C (-1.3459, -4.9546, -3.6705)  -0.55
O (-1.3222, -5.3907, -2.3808)  -0.04
C (-0.0450, -5.8825, -1.9425)  -0.27
C (0.1377, -7.2679, -2.4320)  -0.08
C (-2.5819, -4.3170, -4.0236)  0.02
H (-0.2116, -5.8275, -0.8503)  0.12
H (0.8223, -5.1661, -2.1237)  0.13
H (-0.5767, -7.8550, -1.8497)  0.08
H (1.1955, -7.6448, -2.2949)  0.10
H (-0.0853, -7.3091, -3.5031)  0.08
H (-2.8334, -3.4594, -3.3727)  0.08
H (-3.4463, -4.9858, -3.8509)  0.12
H (-2.4586, -4.0190, -5.0538)  0.09
O (0.8254, -0.5258, -4.1746)  0.10
C (1.8949, -0.9982, -4.3550)  -0.52
O (3.1109, -0.4053, -4.1554)  0.00
C (3.0205, 0.9528, -3.6691)  -0.20
C (4.3580, 1.1928, -3.0277)  -0.05
C (2.0479, -2.4664, -4.7094)  0.04
H (2.1863, 1.0405, -2.9739)  0.10
H (2.8274, 1.5888, -4.5192)  0.12
H (4.5206, 0.3995, -2.3007)  0.06
H (4.2744, 2.0243, -2.3162)  0.08
H (5.1417, 1.3062, -3.7166)  0.07
H (1.4618, -2.9945, -3.9997)  0.05
H (3.0736, -2.8614, -4.5779)  0.09
H (1.6208, -2.5041, -5.7140)  0.10
O (1.6047, 5.3708, 0.3097)  0.08
C (2.3860, 5.6945, 1.1670)  -0.50
O (3.3141, 4.8515, 1.7077)  -0.03
C (3.3410, 3.5278, 1.1534)  -0.21
C (4.8247, 3.2820, 0.8550)  -0.06
C (2.5133, 7.1152, 1.7768)  0.03
H (2.7937, 3.5403, 0.2309)  0.09
H (2.9260, 2.7149, 1.8541)  0.13
H (5.0749, 3.5777, -0.1655)  0.07
H (5.1089, 2.1906, 1.0332)  0.09
H (5.4223, 3.8977, 1.4906)  0.06
H (1.4082, 7.3720, 1.7871)  0.10
H (3.1273, 7.7114, 1.0496)  0.10
H (2.8415, 7.0637, 2.8352)  0.09
C (-4.0763, 0.3261, -4.6718)  -0.06
C (-2.9456, -0.5646, -4.4212)  -0.45
C (-2.2146, -1.0126, -5.6765)  -0.05
O (-1.9607, 0.0564, -3.4778)  -0.15
H (-4.8592, -0.2212, -5.2123)  0.11
H (-3.8132, 1.2353, -5.2463)  0.11
H (-4.5304, 0.6254, -3.7412)  0.04
H (-3.3791, -1.4406, -3.8777)  0.12
H (-2.9210, -1.6010, -6.2683)  0.08
H (-1.2627, -1.5497, -5.4850)  0.08
H (-1.9580, -0.1275, -6.3578)  0.11
H (-1.0971, -0.4197, -3.4480)  0.06
C (5.0322, -1.7654, 0.3977)  -0.07
C (5.9256, -2.3017, -0.6695)  -0.49
C (5.4312, -3.4992, -1.4933)  -0.05
O (6.2862, -1.2806, -1.6451)  -0.08
H (4.0993, -1.4796, -0.1096)  0.06
H (5.4434, -0.8393, 0.8015)  0.08
H (4.7474, -2.4280, 1.2271)  0.09
H (6.8625, -2.6082, -0.1879)  0.13
H (6.0691, -4.1593, -2.0883)  0.08
H (4.4949, -3.2423, -2.0505)  0.09
H (5.0924, -4.1976, -0.7128)  0.07
H (6.1521, -0.4595, -1.0937)  0.08
C (-0.9138, 4.8839, -1.4981)  -0.05
C (-0.8311, 3.5131, -0.8857)  -0.39
C (-1.3448, 3.5676, 0.5876)  -0.03
O (-1.6221, 2.6354, -1.7894)  -0.15
H (-1.0900, 4.8768, -2.5723)  0.09
H (0.0950, 5.2999, -1.3767)  0.07
H (-1.6987, 5.5296, -1.0729)  0.10
H (0.2182, 3.1589, -0.8202)  0.11
H (-1.3222, 2.6466, 1.1666)  0.06
H (-2.2573, 4.1443, 0.7193)  0.08
H (-0.6370, 4.2359, 1.1020)  0.07
H (-2.3710, 3.0721, -2.2115)  0.04